91
Properties=species:S:1:pos:R:3 method="wB97M-V/def2-TZVPD" homo_ev="-6.46 / -6.46" total_charge=0 gap_ev="4.94 / 4.96" energy_ha=-4148.3136
H 2.87776 2.19628 -1.58594
H -0.26894 0.64868 -3.29944
C -0.79044 -2.87082 2.73016
H 4.28506 -0.24212 0.93806
C 3.57566 0.06658 2.91156
H -5.85674 -1.43182 3.38186
H 5.04596 1.32128 3.82376
H 2.55196 0.30768 4.77916
H 1.92006 6.73518 -1.07064
H 3.17586 -2.69962 -0.78224
C -3.49154 0.44368 2.81126
O -1.88994 5.41958 0.05286
N -0.24464 -0.40632 1.30306
C -2.44514 -0.87082 -0.93724
C 3.40526 -0.17252 1.55896
C 3.42206 0.12238 -1.71664
C -2.92794 -1.79152 3.41446
H 0.16116 6.54108 0.40966
H -1.15974 -3.64842 3.39426
C -2.28234 0.58688 2.15576
C -4.72104 -2.33942 -2.70404
H -0.87464 -1.44642 -4.05654
C 0.38896 2.94398 -1.08614
C -1.90094 1.87228 1.49206
H -2.52324 -4.69772 -2.62734
H 1.45176 5.18718 -1.85404
C -0.72964 3.77448 -1.17994
H -3.17514 -2.72162 3.90816
Pd -0.48564 -0.05152 -0.87494
C 3.70766 1.56228 -1.29474
C 1.16436 -3.10772 -0.11974
H 2.49466 -2.24972 -3.19764
N 0.53016 1.82958 -1.77774
H -5.21824 -2.66322 -1.79524
H 4.60876 1.92058 -1.79294
H 3.84826 1.65378 -0.22074
H -2.72294 2.58268 1.46956
C 0.98276 -0.28742 1.80306
C 1.83686 -2.76442 -2.49834
C 4.70086 -0.71632 -1.74544
H -4.90524 -3.08012 -3.47544
C -0.52004 1.37658 -2.52094
H 4.52756 -1.70092 -2.17024
H -0.74344 -3.27302 1.71896
C -0.83804 5.03048 -0.42324
H -2.70794 3.92458 -1.99974
H -2.34894 -4.23162 -0.94184
C 2.15396 -0.34702 0.97986
H -5.62314 0.04318 4.32006
C 2.43366 0.11798 3.72066
H 5.72016 0.06078 2.78816
H -2.38934 -0.65172 -4.49234
O 2.49656 5.02588 -0.07114
C -3.84204 -0.74812 3.43306
H -3.09964 0.00388 -1.04774
H -5.11414 -1.52132 4.97506
P 1.92856 -0.57672 -0.80444
H 0.21846 -2.59792 3.03856
Ge -2.75054 -2.14432 -2.40034
C 2.15126 -2.41872 -1.04654
C 1.18556 -0.06672 3.19596
H 5.43356 -0.21262 -2.37754
H -4.18574 1.27428 2.82896
C -1.71104 -1.69002 2.76386
N 0.29706 5.77948 -0.24084
H 0.80636 -2.46392 -2.70904
H 5.07426 -0.34562 4.38756
C 1.56406 5.70778 -0.88914
H 1.20566 3.19808 -0.42124
H -1.58734 1.66808 0.45516
C -1.38504 -0.49802 2.09406
H -5.16654 -1.40022 -3.01694
H -2.13074 -2.33912 -4.90654
C -5.18604 -0.92002 4.07256
C -1.95004 -1.58382 -4.14724
H -1.05794 2.33338 2.01006
C -1.81964 3.31648 -1.94494
H 3.04726 0.16178 -2.75074
H 0.17076 -2.67102 -0.29104
H 1.12026 -4.17882 -0.31224
H 1.44626 -2.94982 0.91916
C -2.07424 -3.96872 -1.95934
C -1.72244 2.11788 -2.60724
H -0.99624 -4.04192 -2.05384
H -2.67994 -1.35452 0.01566
H 0.31556 -0.01222 3.83566
H 5.14376 -0.84132 -0.76134
C 4.93436 0.28198 3.50756
H 1.92726 -3.83782 -2.66914
H 3.34656 4.96788 -0.52344
H -2.54074 1.74058 -3.20474